# 1
Formula: C6H7ClS
Source: the Open Molecules 2025 dataset
Level of theory: the ωB97M-V functional and the def2-TZVPD basis

Positions of all 15 atoms, in Å:
Cl -2.420 1.005 2.441
C -0.899 0.083 2.351
C -0.360 -0.049 0.952
C -0.800 0.506 -0.195
C -0.046 -0.166 -1.310
C 1.111 -0.160 -2.260
C 1.361 -0.232 -0.769
S 1.092 -1.130 0.749
H -1.109 -0.911 2.756
H -0.165 0.597 3.012
H -1.682 1.148 -0.233
H -0.454 -1.167 -1.381
H 1.117 -1.033 -2.911
H 1.556 0.751 -2.699
H 1.697 0.757 -0.502

The energy above the lowest of the compared OMol25 structures with the same formula, charge and spin is 63.6 kcal/mol. The SMILES is ClCC1=C[C@H]2C[C@@H]2S1. For the maximum force, the calculation gives 0.0156 Eh/bohr. Its LUMO energy is 0.8068 eV. For the electronic energy, the calculation gives -29689.7269 eV. For the orbital gap, the calculation gives 9.370 eV.

=====

# 2
Formula: C6H7CoNO4
Source: the Open Molecules 2025 dataset
Level of theory: the ωB97M-V functional and the def2-TZVPD basis

Positions of all 19 atoms, in Å:
O 0.294 3.465 -3.171
C 0.294 2.384 -2.789
Co 0.293 0.662 -2.180
C 1.784 -0.199 -2.788
C -1.198 -0.198 -2.790
O 2.720 -0.740 -3.170
O -2.134 -0.738 -3.172
C 0.459 -1.626 1.774
N -0.184 -0.345 1.546
C -0.801 0.385 2.641
C -0.193 0.219 0.307
O 0.305 -0.332 -0.669
H 0.396 -1.933 2.840
H 1.535 -1.556 1.504
H -0.027 -2.408 1.156
H -0.309 1.374 2.761
H -1.881 0.543 2.427
H -0.716 -0.159 3.605
H -0.637 1.202 0.168

For the maximum force, the calculation gives 0.1544 Eh/bohr. Its LUMO energy (alpha / beta) is -9.2358 / -11.8595 eV. Its spin multiplicity is 4. For the electronic energy, the calculation gives -53622.5835 eV. Its net charge is +2. For the orbital gap (alpha / beta), the calculation gives 8.749 / 6.031 eV.

=====

# 3
Formula: C6H7CrO6
Source: the Open Molecules 2025 dataset
Level of theory: the ωB97M-V functional and the def2-TZVPD basis

Positions of all 20 atoms, in Å:
Cr -0.059 0.516 2.108
O -0.098 1.927 0.797
O -0.608 1.503 -1.284
O -1.980 2.802 -0.100
C -1.006 2.091 -0.133
C 0.786 1.248 -1.386
C 1.373 0.332 -0.338
H 0.930 0.790 -2.370
H 1.330 2.193 -1.247
H 2.443 0.231 -0.554
O 1.428 -0.357 1.195
O -0.611 -0.990 0.337
C -1.067 -2.329 0.069
C 0.234 -3.118 0.053
O 1.182 -2.129 -0.375
C 0.761 -0.937 0.096
H -1.749 -2.620 0.873
H -1.573 -2.333 -0.905
H 0.242 -3.936 -0.673
H 0.508 -3.488 1.050

The energy above the lowest of the compared OMol25 structures with the same formula, charge and spin is 20.9 kcal/mol. For the maximum force, the calculation gives 0.0797 Eh/bohr. Its LUMO energy (alpha / beta) is -5.5972 / -5.3852 eV. Its spin multiplicity is 5. For the electronic energy, the calculation gives -47031.5896 eV. Its net charge is +1. For the orbital gap (alpha / beta), the calculation gives 8.185 / 8.454 eV.